Entry 1:
Computed, not measured: a 3-piece molecular cluster, C2H8O2 overall at a distorted geometry, with ωB97M-V/def2-TZVPD.

XYZ file:
```
12
Properties=species:S:1:pos:R:3:forces:R:3
C 1.87630 -3.17812 -1.98967 -0.9 0.0 0.9
C 2.56052 -2.10894 -2.38707 -0.2 -1.5 0.0
H 1.97479 -3.64936 -1.01375 0.6 0.4 0.1
H 0.98634 -3.61287 -2.43772 0.4 0.3 -0.9
H 3.35321 -1.76181 -1.74325 0.2 0.4 -0.2
H 2.41614 -1.75802 -3.39828 0.1 0.5 0.1
H -1.97157 3.75967 0.76476 0.0 0.2 0.0
H -2.23697 4.75949 1.93127 0.1 -0.2 -0.2
O -2.21412 3.82493 1.69269 -0.1 0.0 0.3
H -2.72585 0.57891 2.76163 -1.6 -0.1 -0.6
H -2.02283 2.03613 2.83975 -1.0 1.2 -0.7
O -1.99596 1.11001 2.97966 2.6 -1.1 1.2
```
Positions in Å, forces in eV/Å.

Its gap between HOMO and LUMO is 10.85 eV. For the energy, the calculation gives -231.427526 Eh. As for the energy relative to the best compared isomer or geometry (same formula, charge and spin): 91.3 kJ/mol. The net charge is 0. Its SMILES is C=C.O.O.

Entry 2:
Computed, not measured: a 2-piece molecular cluster, C2H8O2 overall at a distorted geometry, with ωB97M-V/def2-TZVPD.

XYZ file:
```
12
Properties=species:S:1:pos:R:3:forces:R:3
C -1.22908 1.15945 1.60628 3.3 0.7 -0.7
O 0.03041 1.86262 1.04798 -2.9 1.4 1.1
H -0.41297 2.75743 0.96589 1.6 -1.2 -0.3
H -1.85017 1.92886 2.08055 0.0 -0.7 0.0
H -1.58689 0.75930 0.68120 -1.1 -0.6 0.0
H -0.79301 0.39730 2.27822 -0.8 0.4 -0.2
C 0.89442 -1.75395 -1.16476 0.4 -1.1 -2.2
O 0.61605 -0.65724 -2.04804 0.9 0.7 -0.7
H 1.42779 -0.16096 -2.38378 -1.5 -1.4 1.1
H 0.08430 -2.53638 -1.30862 0.3 1.5 0.9
H 1.09774 -1.37214 -0.16706 -0.2 -0.5 0.2
H 1.72141 -2.38431 -1.58787 0.0 0.8 0.7
```
Positions in Å, forces in eV/Å.

Its gap between HOMO and LUMO is 11.18 eV. For the energy, the calculation gives -231.403952 Eh. As for the energy relative to the best compared isomer or geometry (same formula, charge and spin): 153.2 kJ/mol. The net charge is 0. Its SMILES is CO.CO.